# C19H32BCl4FKMg2N6O11P2S

C19H32BCl4FKMg2N6O11P2S as an isolated structure (wB97M-V/def2-TZVPD, the OMol25 dataset).

Element x y z (Å)
K -6.78 -1.58 1.93
Cl -2.94 2.33 3.67
Cl -0.64 2.94 2.02
Cl -2.31 5.07 3.02
Cl -0.61 3.60 4.81
S -2.93 -2.60 -1.88
P 1.44 -2.61 -2.43
P 1.59 -2.69 -0.11
Mg -0.64 -0.64 -7.79
Mg 0.91 0.89 -0.50
F 1.68 -5.17 -2.18
O 3.60 4.76 2.03
O 0.18 -0.36 -5.83
O -2.31 -0.45 -3.32
O 2.15 -0.81 -6.64
O 1.51 -2.45 -4.14
O 2.11 3.75 3.21
O 2.82 2.87 1.37
O 1.89 0.90 -5.36
O 2.71 -4.43 -4.88
O 0.63 -3.80 -5.90
O -9.68 0.75 2.33
N -4.01 0.91 -3.05
N 1.13 -4.05 0.53
N 1.46 -0.08 -5.94
N 2.84 3.82 2.21
N -4.27 -0.25 -2.33
N 3.39 4.39 5.75
C 3.87 -0.25 -1.10
C 1.65 -0.79 -2.31
C -2.87 0.77 -3.61
C -4.41 -1.62 1.14
C -5.28 0.20 2.47
C -4.00 -2.28 2.30
C -4.24 -1.70 3.54
C 3.71 3.81 7.88
C -3.25 -1.01 -2.52
C -4.88 -0.47 3.63
C -1.63 3.49 3.40
C -5.05 -0.38 1.22
C 4.38 5.20 6.24
C 3.07 -0.22 -2.43
C -0.30 -3.19 -2.40
C 2.88 1.28 -2.81
C 2.98 3.54 6.74
C -1.18 -2.44 -1.36
C 4.59 4.87 7.56
B 1.65 -3.58 -4.94
H 4.84 5.94 5.61
H 0.97 -3.41 -6.71
H 1.85 1.50 -3.10
H -0.34 -4.25 -2.16
H 3.23 -0.42 -0.22
H 3.54 1.60 -3.61
H -0.79 -3.06 -3.36
H 4.41 0.68 -0.93
H 2.21 2.82 6.54
H 3.63 -0.75 -3.20
H 3.02 4.41 4.81
H 2.60 -3.41 -2.44
H 3.61 3.31 8.82
H 1.20 -0.45 -1.37
H 4.62 -1.04 -1.12
H -4.23 -2.07 0.17
H 0.83 -4.71 -0.20
H 0.81 -1.53 0.43
H -10.46 1.29 2.55
H 3.09 1.92 -1.93
H -5.07 -0.02 4.60
H -3.50 -3.23 2.23
H 2.95 -2.54 0.27
H -1.12 -2.90 -0.37
H 5.31 5.33 8.22
H -3.92 -2.21 4.44
H -5.37 0.13 0.32
H 1.09 -0.37 -3.14
H -5.78 1.16 2.54
H -2.34 1.48 -4.22
H 3.51 -4.10 -5.31
H -0.95 -1.38 -1.35

Total charge: +1

Atomic partial charges in e from the Mulliken method, atoms 1 to 6: atom 1 (K): 1.01, atom 2 (Cl): -0.03, atom 3 (Cl): -0.05, atom 4 (Cl): -0.08, atom 5 (Cl): -0.02, atom 6 (S): -0.29

---

# C72H168

A 12-piece molecular cluster, C72H168 overall (wB97M-V/def2-TZVPD, the OMol25 dataset).

Element x y z (Å)
C 1.90 4.38 7.60
C 4.22 10.44 -1.40
C 7.19 -0.95 1.76
C 1.95 -0.84 1.23
C 2.37 8.83 -0.37
C 5.74 -0.10 6.28
C -9.72 -2.97 0.61
C -5.90 0.37 -7.08
C -3.42 -3.45 -2.31
C -6.63 0.92 -8.32
C 4.32 -1.41 4.68
C -6.22 5.41 -3.25
C 0.49 -0.49 1.17
C 5.59 -6.91 -1.73
C -4.89 1.29 -4.93
C 0.33 1.01 0.64
C -7.20 -0.25 -9.13
C -2.24 -2.72 -2.74
C -5.49 0.22 -1.29
C 4.48 -4.71 2.17
C 2.76 -3.26 -2.03
C -4.05 -6.85 1.17
C -3.05 -4.83 -1.73
C 5.37 -4.83 3.40
C -7.10 -2.85 0.71
C 1.56 2.58 4.82
C 6.57 -0.52 -0.66
C 0.30 6.34 -0.76
C -3.08 -6.81 3.63
C -4.21 -7.24 2.66
C 7.36 -0.06 0.58
C -0.77 -5.43 3.89
C -7.13 -1.48 -0.06
C 4.25 0.91 -2.61
C 1.08 -6.38 0.49
C -0.83 2.63 -0.82
C 1.93 2.81 7.48
C -2.04 -5.72 3.13
C -5.46 6.47 -4.17
C -5.73 -1.12 -0.50
C 7.19 0.49 6.49
C 6.63 0.65 -1.77
C -8.40 -3.24 1.43
C 5.17 -4.90 0.78
C -2.65 -1.45 -3.50
C 5.76 0.65 -2.98
C -8.06 0.38 -10.35
C -6.27 4.18 -1.03
C 1.72 5.06 9.02
C -0.77 -0.93 -5.27
C 2.76 4.63 10.08
C -0.20 -4.02 3.66
C 3.82 9.39 -0.41
C 1.81 8.22 -1.65
C 5.58 -0.53 4.85
C 4.00 -3.01 -2.88
C 2.00 -4.57 -2.22
C -0.97 1.23 -0.08
C -5.39 4.77 -2.11
C -6.41 7.21 -5.12
C 2.24 2.15 6.12
C -5.61 8.11 -5.99
C -2.14 3.07 -1.38
C 8.39 2.19 7.93
C -1.59 -0.56 -4.08
C 6.62 -6.51 -0.69
C 0.91 -4.91 0.09
C 6.14 -6.07 0.73
C 7.20 1.31 7.73
C 0.67 -4.74 -1.39
C 0.46 7.56 -1.72
C -5.41 1.64 -6.32
H 8.36 0.11 0.19
H 0.82 4.61 9.44
H -10.58 -3.43 1.09
H 2.67 -5.38 -1.97
H -5.13 -1.12 0.41
H 7.69 -1.91 1.61
H 6.95 -1.44 -1.10
H -2.49 -4.74 2.97
H -6.85 -3.69 0.06
H -4.81 5.56 -1.63
H 4.19 9.64 0.58
H -8.94 0.99 -10.14
H 0.10 -3.76 2.64
H -4.43 0.33 -1.50
H -1.29 0.54 -0.86
H 3.32 2.14 5.96
H 6.17 -1.15 2.09
H 0.48 2.65 4.95
H -4.71 2.23 -6.91
H -1.62 1.23 0.80
H 3.90 -1.27 3.69
H 5.76 -1.00 6.89
H -0.96 -5.46 4.97
H 5.64 0.36 4.22
H 0.74 6.51 0.22
H -6.78 4.71 -3.87
H 1.11 1.27 -0.08
H 3.65 0.19 -2.04
H -5.10 -0.32 -7.32
H -5.70 1.15 -0.76
H -6.61 -0.19 -6.46
H -4.23 -3.59 -3.03
H -7.07 5.87 -2.75
H -2.47 -5.32 -2.51
H -5.22 -6.91 2.92
H 7.60 -0.61 2.71
H -6.24 -2.86 1.38
H 4.73 -3.81 -2.78
H 4.41 -4.99 0.01
H 4.40 -2.47 4.91
H 2.04 -1.73 1.87
H 0.07 -1.20 0.47
H -1.78 -5.97 2.10
H 8.75 2.69 7.03
H -6.21 8.66 -6.72
H -4.96 7.44 -6.55
H -7.29 4.58 -1.01
H -7.58 -0.75 0.61
H 6.47 1.55 -1.19
H 1.78 3.63 4.66
H 1.71 -4.26 0.46
H 5.63 -3.95 0.50
H 2.32 8.00 0.34
H -0.13 -1.81 -5.15
H 5.69 -5.86 3.59
H 1.99 -6.79 0.06
H -0.49 3.37 -0.09
H -6.18 3.09 -0.97
H 9.13 1.66 8.53
H 3.53 -1.12 5.37
H 8.13 3.06 8.53
H 2.08 -2.42 -2.15
H 3.64 1.07 -3.50
H 6.31 -4.28 3.46
H 4.81 -7.63 -1.48
H -0.07 -0.12 -5.48
H -8.51 -2.60 2.31
H 4.87 0.43 6.66
H 7.71 0.67 -1.96
H 3.48 11.24 -1.51
H -3.25 -0.89 -2.79
H -3.32 -1.69 -4.32
H 1.79 2.09 3.88
H 6.92 0.93 0.71
H -7.37 0.98 -10.94
H 0.28 7.23 -2.75
H -8.36 -0.51 -10.90
H -9.85 -1.88 0.63
H 5.53 -0.67 -0.35
H -0.83 -3.29 4.15
H 2.37 -1.07 0.25
H 6.06 -0.29 -3.45
H 6.12 -7.25 -2.62
H 1.53 6.13 8.93
H -5.75 1.05 -4.31
H 4.07 -3.71 2.21
H 4.53 -2.09 -2.63
H 5.12 -6.05 -2.20
H 6.99 -6.10 1.41
H -7.64 1.32 -8.21
H 0.88 5.46 -1.05
H 3.78 -3.11 -3.94
H 3.76 4.67 9.65
H -4.21 0.44 -5.04
H -4.53 4.25 -2.52
H 5.22 10.84 -1.25
H 2.72 4.78 7.01
H 4.73 -4.64 4.26
H 1.72 9.55 0.13
H -3.43 -6.60 4.64
H 0.57 1.68 1.46
H -3.97 -5.34 -1.43
H 7.62 0.98 5.62
H -4.14 -5.79 0.94
H 1.87 1.13 6.19
H 6.90 0.82 8.65
H 4.60 8.69 -0.70
H 7.28 -7.37 -0.56
H -2.49 -7.67 3.95
H -5.99 4.35 0.01
H -6.73 6.39 -5.75
H -7.84 -1.52 -0.89
H 3.76 -5.50 2.38
H -1.69 -2.55 -1.82
H 2.76 5.28 10.95
H 2.43 2.27 8.29
H -6.05 1.66 -8.86
H 2.53 7.62 -2.20
H -0.23 8.35 -1.43
H -4.10 -8.31 2.81
H -2.49 -4.74 -0.80
H -5.38 -1.77 -1.30
H 7.89 -0.28 6.84
H 5.47 -6.85 1.08
H -0.97 -0.15 -3.27
H 1.24 -6.41 1.56
H 2.46 -0.10 1.85
H 4.04 1.88 -2.15
H 0.00 2.62 -1.52
H -7.85 -0.91 -8.55
H -2.14 3.94 -2.04
H 1.79 8.97 -2.45
H 6.11 1.32 -3.77
H 2.40 3.66 10.43
H -0.06 -6.23 3.70
H -6.48 -1.02 -9.44
H -4.24 2.05 -4.51
H -2.83 3.27 -0.56
H 3.04 -3.19 -0.98
H 0.26 -7.10 0.45
H -0.01 -4.63 0.60
H 0.79 -4.04 4.11
H -1.62 -3.20 -3.50
H 1.02 4.71 7.05
H -2.18 0.26 -4.48
H 4.31 10.00 -2.39
H 0.13 -0.69 2.18
H -2.66 2.37 -2.03
H -6.27 2.25 -6.05
H 6.49 -1.02 4.53
H -1.39 -1.17 -6.13
H 1.71 -4.70 -3.27
H -9.59 -3.28 -0.42
H 0.88 2.54 7.57
H -3.11 -7.22 0.76
H -4.73 5.99 -4.82
H -4.99 8.81 -5.43
H 0.13 -5.57 -1.84
H 6.43 2.04 7.49
H -4.94 7.19 -3.54
H -8.36 -4.19 1.97
H 0.15 -3.80 -1.59
H -0.77 6.18 -0.59
H -7.29 7.66 -4.66
H -4.78 -7.31 0.50
H 7.25 -5.71 -1.09
H -3.74 -2.86 -1.45
H -5.98 0.22 -2.27

Structure (SMILES): CCCCCC.CCCCCC.CCCCCC.CCCCCC.CCCCCC.CCCCCC.CCCCCC.CCCCCC.CCCCCC.CCCCCC.CCCCCC.CCCCCC

Atomic partial charges in e from the Mulliken method, atoms 1 to 6: atom 1 (C): -0.58, atom 2 (C): -1.26, atom 3 (C): -0.93, atom 4 (C): -0.56, atom 5 (C): -0.30, atom 6 (C): -0.94

---

Number 1: HOMO level -8.908 eV, LUMO -8.004 eV, gap between HOMO and LUMO 0.905 eV. Number 2: HOMO level -10.119 eV, LUMO 0.568 eV, gap between HOMO and LUMO 10.686 eV.